ORCA calculation (wB97M-V/def2-TZVPD) on a molecular structure, C13H28BeN4O7.

```
53
Properties=species:S:1:pos:R:3
O 2.319 2.682 -0.269
H 3.268 2.843 -0.374
Be 0.499 -0.890 -0.394
N -0.706 1.053 -1.334
N -0.089 2.875 0.790
N 1.404 -2.246 -0.785
N 0.885 -1.126 1.280
O -0.538 0.321 -2.344
O 1.993 -2.410 -2.066
O 0.427 -0.406 2.247
O -0.542 2.037 1.827
C -0.968 3.101 -0.236
C -0.889 2.379 -1.466
C 2.083 -2.769 0.237
C 1.724 -2.152 1.479
C -0.968 3.055 -2.783
H -0.367 3.964 -2.762
H -1.995 3.319 -3.050
H -0.561 2.384 -3.541
C -1.987 4.155 0.001
H -1.527 5.150 0.109
H -2.536 3.935 0.933
H -2.713 4.186 -0.821
C 3.164 -3.763 0.050
C 2.297 -2.544 2.791
H 3.431 -3.782 -1.012
H 2.847 -4.770 0.360
H 4.047 -3.474 0.640
H 1.761 -2.063 3.615
H 3.355 -2.255 2.840
H 2.250 -3.633 2.903
H 1.231 -2.294 -2.670
H -0.019 1.164 1.843
C 0.895 3.843 1.174
H 1.865 3.360 0.477
H 1.159 3.769 2.239
H 0.663 4.842 0.791
O 1.546 0.299 -0.718
H 1.755 1.289 -0.416
H 2.032 0.194 -1.549
C -2.934 -2.940 -0.229
C -3.461 -1.607 0.314
C -2.346 -0.589 0.186
O -1.144 -1.345 -0.284
C -1.419 -2.823 -0.280
H -3.225 -3.775 0.415
H -3.336 -3.143 -1.233
H -3.755 -1.698 1.365
H -4.332 -1.272 -0.250
H -2.544 0.152 -0.585
H -2.084 -0.093 1.119
H -0.951 -3.258 0.615
H -0.961 -3.234 -1.186
```

Its energy relative to the best compared isomer or geometry (same formula, charge and spin) is 120.29 kJ/mol. As for the charge: 0. For the HOMO energy (alpha / beta), the calculation gives -6.648 / -5.868 eV. The gap between HOMO and LUMO (alpha / beta) comes out at 6.4 / 5.6 eV.



ORCA calculation (wB97M-V/def2-TZVPD) on 11 unconnected molecules or ions with the total composition H22O11.

```
33
Properties=species:S:1:pos:R:3
H 0.942 -0.061 -0.177
H -0.415 -0.595 -0.606
H -1.661 -1.822 -1.872
H -1.685 -0.944 -3.113
H -0.051 4.748 -2.209
H -0.985 3.937 -1.326
H -3.424 -2.239 0.858
H -4.939 -2.307 0.963
H -3.158 3.520 -0.012
H -4.007 2.981 -1.152
H 2.719 -0.510 3.350
H 2.734 0.242 2.029
H 1.133 -0.234 4.432
H -0.182 -0.686 3.820
H 4.184 -0.703 -1.063
H 2.864 -0.746 -0.311
H -0.910 0.750 -3.361
H 0.547 0.642 -3.781
H -0.399 0.394 0.928
H -0.689 -1.094 1.038
H 2.426 -4.342 1.204
H 2.993 -3.233 0.333
O 0.142 0.191 -0.651
O -1.604 -0.902 -2.153
O -0.957 4.425 -2.157
O -4.226 -2.177 0.327
O -3.163 2.850 -0.706
O 3.206 -0.440 2.521
O 0.252 -0.544 4.669
O 3.637 -0.190 -0.457
O -0.198 1.253 -3.772
O -0.024 -0.431 1.257
O 3.181 -3.748 1.125
```

Its energy relative to the best compared isomer or geometry (same formula, charge and spin) is 484.41 kJ/mol. As for the SMILES: O.O.O.O.O.O.O.O.O.O.O. As for the charge: 0. For the HOMO energy, the calculation gives -10.012 eV. The gap between HOMO and LUMO comes out at 9.5 eV.



ORCA calculation (wB97M-V/def2-TZVPD) on a single C3H11N2 molecule.

```
16
Properties=species:S:1:pos:R:3
N -0.296 1.593 0.552
C 0.281 0.359 1.289
C 1.030 -0.478 0.311
N 0.467 -0.411 -1.096
C -1.023 -0.834 -1.128
H 0.558 0.610 -1.419
H 0.152 2.445 1.050
H -1.345 1.512 0.750
H -0.679 -0.076 1.624
H 0.916 0.780 2.077
H 1.059 -1.519 0.537
H 2.073 -0.156 0.559
H 1.004 -0.922 -1.835
H -1.206 -1.687 -0.356
H -1.564 0.037 -0.867
H -1.429 -1.253 -2.048
```

Its energy relative to the best compared isomer or geometry (same formula, charge and spin) is 275.28 kJ/mol. As for the charge: 0. As for the spin multiplicity: 2. For the HOMO energy (alpha / beta), the calculation gives -3.043 / -10.158 eV. The gap between HOMO and LUMO (alpha / beta) comes out at 3.9 / 10.7 eV.



ORCA calculation (wB97M-V/def2-TZVPD) on a single C5H9NO molecule.

```
16
Properties=species:S:1:pos:R:3
C 1.486 0.687 -0.111
C 0.161 -0.036 0.102
C 0.278 -1.191 1.090
C -1.094 0.897 0.297
N -1.571 0.380 -1.039
C -0.539 -0.427 -1.215
O -0.486 -1.135 -2.207
H 2.230 -0.010 -0.512
H 1.874 1.092 0.832
H 1.378 1.512 -0.824
H 0.637 -0.843 2.066
H 0.989 -1.935 0.711
H -0.687 -1.690 1.234
H -1.722 0.639 1.160
H -0.862 1.971 0.328
H -2.073 0.088 -1.911
```

Its energy relative to the best compared isomer or geometry (same formula, charge and spin) is 185.86 kJ/mol. As for the SMILES: CC1(C)CNC1=O. As for the charge: 0. For the HOMO energy, the calculation gives -9.622 eV. The gap between HOMO and LUMO comes out at 10.4 eV.